No. 1
C22H43BiN2OP3 | the ωB97M-V functional and the def2-TZVPD basis

As for the charge: +3. The energy above the lowest of the compared OMol25 structures with the same formula, charge and spin comes out at 9.6 kcal per mole. As for the HOMO-LUMO gap (alpha / beta): 3.039 / 3.038 eV.

Each line ends with the Mulliken charge.
Positions of all 72 atoms, in Å:
Bi 1.0499 0.2039 0.5920  1.2891
P 1.2720 1.1354 -1.8399  0.3508
P 0.3434 2.7750 1.7991  0.5621
P 0.0384 -2.3294 0.1300  0.4622
H -2.5042 1.1228 2.0323  0.3978
C -2.3154 0.0570 2.2479  -0.6647
C -1.7184 -0.3483 3.3746  -0.5604
H -1.3618 0.3691 4.1285  0.2935
C -0.3073 1.5055 -2.6649  -0.6781
C 2.3139 2.6270 -1.7061  -1.0071
C 2.1708 -0.1993 -2.7013  -1.0548
C -0.3967 3.0729 3.4444  -1.2530
C 1.8841 3.7825 1.9651  -1.1910
C -0.6705 3.8977 0.7733  -1.2437
C -0.7994 -3.3750 1.3724  -1.1908
C 1.5287 -3.3144 -0.3362  -1.1870
C -1.0472 -2.4405 -1.3252  -1.4407
H -2.6317 -0.6559 1.4666  0.3991
H -1.5020 -1.4112 3.5612  0.2939
H -0.1586 1.9101 -3.6824  0.5206
H -0.8819 2.2423 -2.0848  0.2956
H -0.9451 0.6158 -2.7505  0.0333
H 2.6502 2.9745 -2.7013  0.4974
H 3.2121 2.4297 -1.0987  0.3285
H 1.7760 3.4494 -1.2022  0.2511
H 2.5192 0.1282 -3.6973  0.5081
H 1.5428 -1.1000 -2.8162  0.2777
H 3.0557 -0.5154 -2.1243  0.3719
H -0.5367 4.1562 3.5841  0.4569
H 0.2657 2.6762 4.2246  0.3915
H -1.3597 2.5553 3.5200  0.3579
H 1.6059 4.8507 2.0158  0.4508
H 2.5516 3.6132 1.1045  0.2739
H 2.4090 3.4616 2.8807  0.4317
H -0.7660 4.8633 1.2862  0.5109
H -1.6660 3.4646 0.6377  0.3661
H -0.2182 4.0482 -0.2114  0.3464
H -1.0615 -4.3521 0.9383  0.4645
H -1.7114 -2.8728 1.7234  0.3349
H -0.1425 -3.5255 2.2412  0.4036
H 1.2215 -4.3009 -0.7248  0.4419
H 2.1701 -3.4365 0.5571  0.4160
H 2.1120 -2.7806 -1.1090  0.3141
H -1.2927 -3.4867 -1.5388  0.5997
H -0.5896 -1.9976 -2.2152  0.5310
H -1.9714 -1.8944 -1.1122  0.3312
C -3.5304 -1.0933 -4.1865  0.5457
C -4.5059 -0.6741 -5.1238  -0.8045
C -5.8463 -0.9212 -4.8076  -0.3448
C -6.1886 -1.6317 -3.6557  -0.5170
C -5.1821 -2.2274 -2.8817  -0.4491
C -3.8563 -2.0599 -3.2520  -0.3568
O -2.2910 -0.5007 -3.9943  -0.3632
H -2.0464 0.1083 -4.7022  0.2971
H -4.2575 -0.1531 -6.0474  0.3830
H -6.6538 -0.5530 -5.4436  0.3762
H -7.2270 -1.7482 -3.3490  0.3885
H -5.4267 -2.8214 -2.0132  0.4063
H -3.0644 -2.6121 -2.7429  0.4324
N 4.2531 0.1512 0.9315  -0.0330
C 4.0115 -0.2622 2.1998  0.8616
C 5.0497 -0.5336 3.1290  -0.8661
C 4.6992 -0.9198 4.4329  -0.3966
C 3.3316 -1.0200 4.7475  -0.6707
C 2.3778 -0.7314 3.7850  -0.4205
N 2.7067 -0.3763 2.5237  0.1156
H 3.5013 0.3246 0.2360  -0.5783
H 5.2079 0.2314 0.6158  0.2234
H 6.0629 -0.4164 2.7752  0.4436
H 5.4547 -1.1362 5.1598  0.4772
H 2.9931 -1.3130 5.7389  0.4521
H 1.2896 -0.7620 3.9661  0.3136

Forces on atoms 1 to 3 (eV/Å):
-0.2893 -0.0493 2.4854
-0.3640 0.3014 -1.2364
-0.1605 1.9497 0.2412



No. 2
C22H43CuN2OP2 | the ωB97M-V functional and the def2-TZVPD basis

As for the charge: +1. The spin multiplicity is 2. As for the HOMO-LUMO gap (alpha / beta): 7.660 / 6.846 eV.

Each line ends with the Mulliken charge.
Positions of all 71 atoms, in Å:
Cu -0.0571 0.0582 -0.5634  -0.8571
P 0.1283 -2.2630 -0.3940  1.3076
P 0.1457 2.3350 -0.1405  0.8315
N 1.8379 0.0868 -1.1385  -0.0088
C 1.8034 -2.4035 -1.1588  -1.1960
H 2.3520 -3.2561 -0.7399  0.2442
H 1.6680 -2.5638 -2.2376  0.5192
C 2.6128 -1.1146 -0.9532  -0.8526
H 3.0808 -1.1245 0.0594  0.2101
H 3.4660 -1.1102 -1.6618  0.5235
C 2.6196 1.2834 -0.9398  -1.0388
H 3.3789 1.3424 -1.7471  0.5394
H 3.2160 1.2191 -0.0066  0.2491
C 1.7920 2.5841 -0.9477  -0.9955
H 1.6157 2.8722 -1.9963  0.5140
H 2.3538 3.3861 -0.4425  0.2210
C 0.3894 3.1494 1.5180  0.9428
C -0.7140 2.7902 2.5201  -1.2345
H -0.4511 3.2316 3.4931  0.4979
H -0.7964 1.7064 2.6661  0.1601
H -1.6949 3.1865 2.2158  0.2294
C -1.0611 3.3188 -1.1294  0.5000
C -2.4151 3.4678 -0.4248  -1.4673
H -3.1498 3.8268 -1.1587  0.4539
H -2.3784 4.2045 0.3881  0.2879
H -2.7912 2.5194 -0.0226  0.2788
C -1.0407 -3.1196 -1.5421  0.2629
C -2.4223 -3.3624 -0.9176  -1.5170
H -3.1302 -3.5870 -1.7287  0.4615
H -2.8079 -2.4875 -0.3773  0.2886
H -2.4186 -4.2282 -0.2403  0.3180
C 0.3025 -3.2729 1.1561  0.8735
C -0.8994 -3.1453 2.0978  -1.3925
H -0.6494 -3.6488 3.0435  0.4460
H -1.7983 -3.6198 1.6795  0.3069
H -1.1077 -2.0933 2.3233  0.2054
C -1.5638 -0.0028 0.3172  0.8546
C -0.5456 4.6608 -1.6514  -1.4909
H -0.4712 5.4087 -0.8559  0.2485
H 0.4267 4.5784 -2.1460  0.2951
H -1.2637 5.0363 -2.3919  0.4845
C -0.4899 -4.3892 -2.1951  -1.4774
H -1.1922 -4.6935 -2.9828  0.4776
H 0.4881 -4.2328 -2.6635  0.2847
H -0.4137 -5.2163 -1.4794  0.2343
C 0.6729 -4.7393 0.9147  -1.5542
H 1.0124 -5.1640 1.8715  0.4362
H -0.1984 -5.3265 0.5897  0.2706
H 1.4886 -4.8653 0.1913  0.3259
C 0.5837 4.6683 1.4465  -1.6238
H -0.3542 5.1976 1.2225  0.2759
H 0.9224 5.0136 2.4351  0.4699
H 1.3518 4.9675 0.7216  0.3455
H 1.3334 2.6959 1.8759  0.1836
H 1.1430 -2.7588 1.6516  0.2469
H -1.2137 2.6613 -2.0021  0.4985
H -1.1630 -2.3594 -2.3330  0.5098
O -2.4577 -0.0447 1.0555  -0.3553
H 0.2958 0.1000 -2.2050  0.2930
H -0.5770 0.0841 -2.0876  -0.1607
C 3.0076 0.0345 4.7043  -0.5430
C 2.9621 0.5619 3.4088  -1.0188
C 1.9304 0.1408 2.5549  -0.1188
N 0.9816 -0.7144 2.9360  0.1544
C 0.9986 -1.1814 4.1862  -0.1767
C 2.0083 -0.8466 5.1073  -0.6907
H 3.8121 0.3176 5.3810  0.4190
H 3.6912 1.2684 3.0244  0.4693
H 1.8744 0.5092 1.5224  0.5450
H 0.1873 -1.8562 4.4754  0.3535
H 1.9746 -1.2990 6.0942  0.4208

Forces on atoms 1 to 3 (eV/Å):
1.9957 -0.0254 0.8644
0.8028 -1.2392 0.2673
0.9948 1.1530 0.2928



No. 3
C22H43IN3O2 | the ωB97M-V functional and the def2-TZVPD basis

As for the charge: -1. The spin multiplicity is 3. As for the HOMO-LUMO gap (alpha / beta): 3.667 / 2.638 eV.

Each line ends with the Mulliken charge.
Positions of all 71 atoms, in Å:
C 1.9605 -0.1401 2.0627  -0.8423
C 0.5238 0.6208 1.6690  0.5899
C 0.6241 2.2355 1.4023  -0.8587
N -0.5989 -0.1618 1.5615  -0.3225
C -1.6796 0.2446 2.5437  -0.3135
I -3.5387 0.1771 1.3105  -0.0149
H 2.7798 0.2880 1.3072  0.2150
H 1.8519 -1.2826 1.8272  0.2688
H 2.2720 0.1112 3.1621  0.2576
H 1.7369 2.5038 1.0812  0.3087
H -0.1673 2.4917 0.5563  0.2647
H 0.2700 2.8247 2.3598  0.2720
H -1.5796 1.3690 2.8787  0.1730
C -8.2616 3.9367 -1.5377  -1.7074
C -7.0475 2.9883 -1.3358  1.5663
C -5.7835 3.6486 -1.9500  -1.2129
C -5.8078 3.6372 -3.4762  -0.4680
C -5.9889 2.2164 -4.0027  -1.2318
C -7.2270 1.4927 -3.4070  1.6720
N -7.3236 1.6285 -1.9131  0.2266
O -6.3818 0.7410 -1.3539  -0.4433
C -8.5237 2.0330 -4.0677  -1.7267
C -7.1941 -0.0024 -3.8768  -1.7709
C -6.9050 2.9503 0.2223  -1.5315
H -8.0964 4.8885 -1.0181  0.4342
H -8.4488 4.2169 -2.5680  0.3090
H -9.1803 3.4990 -1.1272  0.3710
H -4.8796 3.1290 -1.6076  0.3554
H -5.6911 4.6839 -1.6025  0.3850
H -6.6006 4.2904 -3.8547  0.2948
H -4.8664 4.0524 -3.8593  0.3743
H -6.0605 2.2481 -5.0976  0.3486
H -5.0781 1.6469 -3.7742  0.3874
H -9.4149 1.6892 -3.5317  0.3755
H -8.6181 1.6793 -5.1028  0.4575
H -8.5589 3.1175 -4.1456  0.2894
H -6.2729 -0.5204 -3.5899  0.3543
H -7.2516 -0.0722 -4.9708  0.4219
H -8.0459 -0.5613 -3.4689  0.4394
H -7.7825 2.4833 0.6818  0.4314
H -6.8174 3.9609 0.6369  0.4012
H -6.0137 2.4053 0.5571  0.1814
C 8.6596 -2.6131 2.9299  -1.7428
C 7.1085 -2.5542 2.9992  1.6474
C 6.5536 -3.9990 3.1250  -1.2680
C 6.6763 -4.7820 1.8204  -0.4528
C 5.9949 -4.0359 0.6768  -1.2682
C 6.4922 -2.5738 0.5136  1.7892
N 6.5431 -1.8226 1.8145  0.0211
O 5.2186 -1.4662 2.1401  -0.8060
C 7.8940 -2.5635 -0.1532  -1.8583
C 5.5923 -1.8667 -0.5576  -1.8009
C 6.8600 -1.7869 4.3405  -1.9152
H 9.0693 -3.0490 3.8493  0.4365
H 9.0524 -3.2354 2.1339  0.3243
H 9.0911 -1.6094 2.8273  0.3707
H 5.4982 -3.9753 3.4244  0.3548
H 7.0841 -4.5400 3.9169  0.3759
H 7.7276 -4.9723 1.5816  0.2879
H 6.2112 -5.7691 1.9421  0.3543
H 6.1500 -4.5939 -0.2556  0.3394
H 4.9120 -4.0435 0.8589  0.3781
H 8.3517 -1.5699 -0.0992  0.3842
H 7.8287 -2.8269 -1.2171  0.4731
H 8.5860 -3.2908 0.2660  0.3026
H 4.5281 -1.8828 -0.2997  0.2397
H 5.6745 -2.3659 -1.5317  0.4150
H 5.8974 -0.8221 -0.6993  0.4431
H 7.2376 -0.7610 4.2773  0.4585
H 7.3744 -2.2740 5.1766  0.4216
H 5.7997 -1.7440 4.6185  0.3128

Forces on atoms 1 to 3 (eV/Å):
-0.5333 0.7321 -2.2523
0.6908 -1.3895 0.3689
-0.8690 -0.6815 0.0048